The following is a DFT calculation (ωB97M-V/def2-TZVPD) of 4 unconnected molecules or ions with the total composition C4H15NO3 in a non-equilibrium geometry.

```
! wB97M-V def2-TZVPD RIJCOSX def2/J DEFGRID3
* xyz -1 2
H 1.7101 -1.8699 0.7950
C 0.9455 0.1045 0.8101
H -0.9531 3.0945 0.7651
C -1.4597 -0.3017 0.0040
O 2.6384 3.3723 -0.3133
C -2.3806 -0.7913 -1.0469
H 0.6380 0.5123 1.7777
H -3.1963 -1.4252 -0.7003
O -0.8443 2.1892 1.0984
H -1.9220 0.2012 0.8427
H -2.9164 0.0259 -1.5722
H 2.1534 -1.1023 2.0844
H -1.9254 -1.2466 -1.9273
H 1.3962 0.9703 0.3124
H 0.2211 -0.8792 -1.0313
H 0.4429 -3.3587 -1.7427
H 1.8389 3.3425 -0.8513
N 1.9288 -0.9318 1.1126
H -0.8712 -2.9559 -1.0470
H 2.6171 2.6876 0.3662
O -0.0398 -3.3886 -0.9047
C -0.1246 -0.4186 -0.1195
H 0.1028 2.1694 1.2877
*
```

**LUMO level (alpha / beta)**: 3.1 / 3.0 eV
**<S²>**: 0.750
**HOMO (alpha / beta)**: 0.7768 / -5.8390 eV
**F_max**: 0.036 Eh/bohr

What are the natural (NBO) partial charges on each atom? They are as follows, in elementary charge units: 0.361 -0.355 0.371 -0.210 -1.098 -0.671 0.184 0.199 -1.278 0.229 0.217 0.352 0.187 0.163 0.176 0.464 0.411 -0.866 0.478 0.434 -0.945 -0.197 0.395



The following is a DFT calculation (ωB97M-V/def2-TZVPD) of 4 unconnected molecules or ions with the total composition C4H15NO3 in a non-equilibrium geometry.

```
! wB97M-V def2-TZVPD RIJCOSX def2/J DEFGRID3
* xyz 0 1
C 2.0921 -0.5875 0.8937
H 1.1036 -1.2643 -2.3534
H 1.3923 1.9165 -0.3123
H -2.3806 0.1794 0.3466
H 0.8641 2.0303 -2.0013
H -3.7461 -0.5065 -0.0473
H -0.5761 -0.2518 -1.3181
O -2.8225 -0.7330 0.1115
H -0.3223 2.0822 -0.6045
H -0.8148 0.5060 1.4284
C 0.5937 1.6177 -0.9809
H 2.2444 -1.4987 1.4484
H 2.3858 0.2578 1.5221
H 2.7231 -0.5933 0.0132
O 1.4390 -0.5089 -1.8626
O -2.0538 1.5224 0.6822
N -0.1175 -1.6971 0.5848
C 0.6076 -0.4386 0.4695
H 0.1914 0.4198 1.0718
C 0.4269 0.0580 -1.0095
H -1.1151 -1.5744 0.3362
H -2.3693 1.4821 1.6054
H 0.2541 -2.4181 -0.0237
*
```

**LUMO level**: -1.1 eV
**HOMO**: -9.3058 eV
**F_max**: 0.082 Eh/bohr

What are the natural (NBO) partial charges on each atom? They are as follows, in elementary charge units: -0.640 0.480 0.198 0.479 0.226 0.473 0.199 -1.052 0.255 0.447 -0.662 0.232 0.217 0.251 -0.731 -0.961 -0.881 0.073 0.084 0.074 0.413 0.454 0.371



The following is a DFT calculation (ωB97M-V/def2-TZVPD) of 4 unconnected molecules or ions with the total composition C4H15NO3 in a non-equilibrium geometry.

```
! wB97M-V def2-TZVPD RIJCOSX def2/J DEFGRID3
* xyz 0 1
H 1.3657 2.6976 -1.0617
H -0.1960 -2.3919 0.2200
O -0.1395 -1.8029 -1.7138
H 0.6550 0.5576 -2.0694
H 1.4316 -2.5717 -0.0150
H -1.4596 0.2962 -0.0697
O -1.4449 -0.0472 1.2445
C 0.4838 2.2265 -0.6441
H -2.1262 -0.5576 1.7316
H 0.0110 -0.7391 1.3856
H -0.5677 2.4489 1.2639
H 1.0784 1.8036 1.3655
H 0.8714 3.4818 1.0985
C 0.7301 -2.3445 0.7916
C 0.2689 0.7570 -1.0750
H 0.7799 -3.1277 1.5422
O 0.9415 -1.0681 1.2793
H -1.1198 -0.4524 -1.6531
H 0.8220 0.1443 -0.3081
H -0.2693 2.8210 -1.1706
C 0.4333 2.5142 0.8487
N -1.0919 0.4463 -1.1102
H -0.5778 -2.2219 -2.4822
*
```

**LUMO level**: -4.1 eV
**HOMO**: -9.7298 eV
**F_max**: 0.047 Eh/bohr

What are the natural (NBO) partial charges on each atom? They are as follows, in elementary charge units: 0.229 0.212 -0.886 0.236 0.189 0.430 -1.022 -0.401 0.474 0.516 0.230 0.218 0.215 -0.279 -0.298 0.169 -0.683 0.413 0.350 0.205 -0.621 -0.337 0.442



The following is a DFT calculation (ωB97M-V/def2-TZVPD) of a molecular structure, C4H15NO3 in a non-equilibrium geometry.

```
! wB97M-V def2-TZVPD RIJCOSX def2/J DEFGRID3
* xyz 0 1
H 2.7464 -1.6996 1.5841
O 2.0902 -1.1060 1.1977
H 1.7030 -0.2096 -2.8460
H 1.3864 -0.0847 -0.4283
H -1.2904 1.9794 1.0341
C 0.6482 -0.2096 -2.5410
H -1.8625 -2.3847 0.4750
H 2.8768 1.9030 1.4681
O -1.7870 -1.4217 0.3697
H -1.3592 0.9666 -1.1289
H -4.7776 -0.5352 -0.1863
H 0.1012 0.5388 -3.0967
H 2.4804 0.0932 1.1305
C -0.4767 1.2628 0.8757
H 0.2460 -1.2145 -2.7421
O 2.4279 1.2147 0.9750
N -0.5864 0.1426 1.7876
H 0.4915 1.6560 1.1624
C -0.4826 0.7727 -0.5256
H -1.0741 -0.7364 1.3023
H -4.4350 -0.8391 -0.7696
H 0.3689 -0.1905 1.9993
C 0.5648 0.1017 -1.0970
*
```

**LUMO level**: -4.4 eV
**HOMO**: -8.8876 eV
**F_max**: 0.042 Eh/bohr

What are the natural (NBO) partial charges on each atom? They are as follows, in elementary charge units: 0.459 -1.116 0.245 0.281 0.227 -0.688 0.457 0.470 -0.863 0.212 -0.003 0.229 0.498 -0.366 0.270 -1.099 -0.375 0.294 -0.036 0.403 0.002 0.424 0.075



The following is a DFT calculation (ωB97M-V/def2-TZVPD) of 3 unconnected molecules or ions with the total composition C4H15NO3 in a non-equilibrium geometry.

```
! wB97M-V def2-TZVPD RIJCOSX def2/J DEFGRID3
* xyz 0 1
H 2.4148 0.9215 3.1970
H 3.2056 0.1096 -0.2046
O 2.2358 0.6873 2.2385
H 3.2783 1.3835 -0.9249
H 0.9318 -0.3895 -0.8479
H -0.6109 1.9356 0.0824
O 2.8248 0.6366 -0.8758
C -0.8583 1.2372 0.9319
H -1.3912 -1.8251 -0.3857
H -3.2824 0.3748 0.5546
O 0.0760 -1.4225 -2.6100
H 0.0699 1.0110 1.6909
C -2.7722 -0.2252 1.2507
H 0.9179 -1.2607 -2.9812
H -3.0566 0.1407 2.2649
N -1.3622 -0.0557 0.7132
H -2.1441 -0.6805 -1.2485
C -1.2821 -0.7635 -0.5881
H -1.5742 1.9904 1.4834
H 1.9777 -0.2109 2.3583
C 0.0340 -0.4822 -1.5003
H -2.8505 -1.3427 1.2336
H -0.1723 0.4235 -1.8516
*
```

**LUMO level**: 0.5 eV
**Structure (SMILES)**: CN(C)CCO.O.O
**HOMO**: -7.6942 eV
**F_max**: 0.117 Eh/bohr

What are the natural (NBO) partial charges on each atom? They are as follows, in elementary charge units: 0.470 0.473 -0.929 0.462 0.191 0.194 -0.929 -0.445 0.188 0.179 -0.719 0.219 -0.416 0.467 0.202 -0.480 0.162 -0.227 0.184 0.467 -0.067 0.204 0.150



The records above give, respectively, ΔE to the lowest compared entry with this formula, charge and spin values of 39.41; 110.67; 177.73; 218.89; 84.03 kcal per mole.
The records above give, respectively, E values of -441.784950; -441.705510; -441.598637; -441.533046; -441.747959 hartree.